{
  "formula": "C68H181N15O19",
  "method": "ωB97M-V with the def2-TZVPD basis set",
  "elements": ["O", "O", "O", "O", "O", "O", "O", "O", "O", "O", "O", "O", "O", "O", "O", "O", "O", "O", "O", "N", "N", "N", "N", "N", "N", "N", "N", "N", "N", "N", "N", "N", "N", "N", "C", "C", "C", "C", "C", "C", "C", "C", "C", "C", "C", "C", "C", "C", "C", "C", "C", "C", "C", "C", "C", "C", "C", "C", "C", "C", "C", "C", "C", "C", "C", "C", "C", "C", "C", "C", "C", "C", "C", "C", "C", "C", "C", "C", "C", "C", "C", "C", "C", "C", "C", "C", "C", "C", "C", "C", "C", "C", "C", "C", "C", "C", "C", "C", "C", "C", "C", "C", "H", "H", "H", "H", "H", "H", "H", "H", "H", "H", "H", "H", "H", "H", "H", "H", "H", "H", "H", "H", "H", "H", "H", "H", "H", "H", "H", "H", "H", "H", "H", "H", "H", "H", "H", "H", "H", "H", "H", "H", "H", "H", "H", "H", "H", "H", "H", "H", "H", "H", "H", "H", "H", "H", "H", "H", "H", "H", "H", "H", "H", "H", "H", "H", "H", "H", "H", "H", "H", "H", "H", "H", "H", "H", "H", "H", "H", "H", "H", "H", "H", "H", "H", "H", "H", "H", "H", "H", "H", "H", "H", "H", "H", "H", "H", "H", "H", "H", "H", "H", "H", "H", "H", "H", "H", "H", "H", "H", "H", "H", "H", "H", "H", "H", "H", "H", "H", "H", "H", "H", "H", "H", "H", "H", "H", "H", "H", "H", "H", "H", "H", "H", "H", "H", "H", "H", "H", "H", "H", "H", "H", "H", "H", "H", "H", "H", "H", "H", "H", "H", "H", "H", "H", "H", "H", "H", "H", "H", "H", "H", "H", "H", "H", "H", "H", "H", "H", "H", "H", "H", "H", "H", "H", "H", "H", "H", "H", "H", "H", "H", "H"],
  "positions_angstrom": [[19.583, 17.449, 17.683], [18.765, 21.846, 15.734], [14.006, 18.267, 22.942], [24.542, 15.957, 15.919], [24.580, 16.473, 19.998], [19.497, 19.276, 21.473], [17.980, 14.334, 12.939], [20.903, 15.336, 26.415], [24.915, 21.204, 18.820], [22.187, 11.863, 22.008], [22.571, 20.300, 13.322], [15.220, 19.314, 16.675], [19.361, 18.702, 11.455], [20.416, 14.967, 20.880], [26.800, 11.535, 16.984], [11.466, 15.770, 13.051], [16.812, 12.133, 21.699], [18.781, 11.592, 17.097], [23.400, 19.241, 23.978], [20.874, 11.063, 18.726], [19.055, 14.576, 9.457], [13.128, 18.635, 14.672], [22.098, 23.718, 11.944], [16.647, 17.387, 13.649], [20.600, 18.837, 27.224], [24.651, 13.836, 18.926], [18.955, 21.894, 18.739], [14.500, 14.824, 22.605], [23.615, 21.954, 22.102], [17.507, 22.126, 22.865], [21.746, 15.371, 15.606], [18.976, 14.754, 18.148], [26.192, 20.894, 23.760], [13.423, 19.350, 19.454], [18.404, 20.111, 21.774], [18.791, 13.937, 19.414], [20.686, 15.624, 22.085], [22.779, 18.106, 23.353], [19.965, 18.589, 16.914], [13.657, 19.126, 21.829], [24.681, 18.923, 24.465], [15.597, 12.632, 22.194], [24.657, 21.800, 17.480], [25.538, 20.160, 24.882], [24.734, 20.976, 25.917], [25.824, 16.440, 15.676], [19.211, 23.020, 17.849], [15.421, 18.095, 20.257], [18.778, 21.449, 22.429], [25.472, 12.641, 18.687], [18.840, 18.186, 12.644], [17.755, 12.748, 10.345], [16.710, 14.165, 23.770], [23.983, 15.402, 20.729], [24.618, 14.061, 20.377], [17.349, 18.091, 12.516], [19.513, 17.729, 25.241], [12.066, 17.650, 14.508], [21.283, 11.393, 21.042], [13.914, 18.381, 20.529], [19.701, 21.167, 23.601], [21.590, 11.950, 23.270], [12.390, 16.820, 13.283], [16.679, 19.388, 12.241], [18.134, 14.209, 10.594], [19.044, 18.412, 20.456], [18.451, 16.866, 17.036], [18.676, 14.169, 14.209], [24.505, 21.995, 19.894], [16.585, 11.163, 20.723], [22.231, 22.257, 11.828], [21.078, 11.413, 17.367], [20.226, 24.054, 18.411], [23.122, 19.872, 14.585], [20.109, 17.578, 26.609], [23.289, 21.990, 10.824], [21.339, 16.630, 26.697], [18.918, 14.340, 11.866], [22.007, 14.469, 26.263], [21.820, 11.719, 19.667], [15.768, 14.041, 22.533], [22.451, 13.324, 14.397], [23.789, 17.228, 19.180], [24.063, 15.184, 14.802], [12.934, 19.560, 15.778], [22.584, 21.731, 13.225], [19.086, 14.624, 20.737], [11.996, 14.852, 12.069], [20.637, 18.222, 11.075], [17.590, 11.013, 16.658], [15.153, 18.589, 23.604], [27.328, 11.678, 15.702], [22.860, 14.420, 15.352], [22.528, 20.300, 20.489], [17.959, 15.802, 18.014], [23.787, 21.132, 20.972], [16.230, 20.070, 17.324], [14.238, 20.236, 16.167], [19.918, 10.908, 16.541], [19.196, 21.145, 14.571], [25.851, 12.521, 17.228], [19.797, 22.445, 16.522], [21.432, 18.309, 11.856], [24.315, 20.359, 26.675], [22.004, 11.028, 16.957], [26.124, 17.057, 16.503], [19.843, 21.400, 18.978], [20.718, 20.715, 23.377], [22.599, 19.862, 19.505], [13.568, 19.094, 18.496], [25.510, 21.737, 16.801], [18.390, 21.274, 18.202], [26.438, 19.854, 25.452], [16.343, 14.366, 21.672], [20.477, 21.617, 16.735], [15.788, 17.211, 20.810], [17.944, 20.473, 20.864], [19.900, 15.169, 18.238], [25.307, 18.451, 23.744], [19.884, 21.715, 13.911], [17.718, 13.551, 19.492], [13.993, 20.960, 16.986], [18.691, 16.394, 16.118], [24.971, 12.228, 16.563], [23.629, 22.070, 13.443], [19.425, 15.020, 14.264], [17.081, 15.336, 17.570], [17.257, 14.869, 10.669], [20.934, 14.841, 15.979], [12.448, 19.604, 19.538], [22.453, 20.135, 15.429], [17.369, 11.026, 15.567], [20.124, 15.096, 22.882], [13.045, 14.660, 12.256], [20.857, 19.077, 17.382], [17.161, 21.542, 23.623], [16.044, 18.128, 23.187], [19.123, 19.310, 16.797], [20.324, 16.668, 22.072], [21.238, 10.333, 21.245], [26.416, 12.754, 19.296], [14.672, 15.828, 22.599], [16.090, 18.942, 20.552], [11.444, 13.918, 12.151], [22.281, 19.522, 21.114], [19.347, 22.034, 21.718], [23.317, 17.779, 22.489], [20.302, 18.161, 15.940], [21.037, 18.891, 10.297], [18.682, 18.927, 19.571], [21.305, 21.776, 11.609], [18.729, 13.929, 21.569], [19.197, 18.821, 13.438], [19.311, 15.377, 11.825], [20.307, 18.151, 24.582], [14.284, 20.009, 21.790], [14.899, 18.301, 24.683], [22.869, 24.157, 11.524], [21.078, 12.536, 17.211], [17.093, 17.509, 11.613], [21.727, 16.710, 27.737], [18.575, 18.232, 25.234], [20.713, 12.635, 23.309], [19.437, 17.112, 27.270], [21.998, 16.065, 16.275], [12.288, 20.443, 15.516], [20.073, 11.158, 15.486], [23.489, 16.581, 18.360], [13.367, 16.322, 13.390], [16.904, 21.931, 22.089], [19.630, 20.220, 14.859], [25.542, 21.421, 23.158], [22.011, 13.616, 13.419], [20.553, 17.209, 10.791], [17.188, 12.331, 11.180], [19.214, 20.452, 24.379], [12.609, 19.338, 21.921], [18.752, 14.040, 8.653], [12.431, 19.176, 16.624], [23.805, 21.246, 17.066], [12.433, 17.452, 12.402], [21.625, 12.700, 14.774], [19.888, 11.119, 18.998], [19.209, 17.146, 12.971], [19.127, 13.131, 14.323], [16.802, 20.644, 16.545], [16.881, 19.407, 17.874], [18.289, 21.000, 14.061], [24.166, 22.602, 11.107], [26.577, 11.641, 14.927], [17.483, 9.998, 17.032], [15.849, 11.582, 20.052], [17.068, 15.159, 23.762], [22.829, 11.291, 19.532], [20.488, 24.815, 17.685], [27.858, 12.673, 15.573], [25.363, 22.536, 20.325], [20.265, 11.765, 21.104], [24.420, 17.996, 18.789], [11.078, 18.114, 14.386], [15.544, 17.949, 19.196], [18.440, 15.534, 20.831], [22.675, 14.479, 27.104], [21.379, 19.216, 26.684], [14.036, 18.163, 14.799], [21.633, 20.937, 20.468], [23.927, 13.254, 20.793], [25.306, 21.680, 26.473], [12.054, 17.019, 15.368], [18.190, 17.785, 20.768], [17.692, 17.657, 16.830], [15.238, 12.076, 23.039], [22.604, 17.290, 24.071], [19.833, 22.155, 24.109], [23.152, 13.951, 16.280], [22.378, 12.307, 23.956], [24.438, 20.306, 21.207], [17.569, 16.082, 19.009], [24.553, 18.210, 25.346], [21.591, 13.470, 26.117], [26.557, 15.631, 15.589], [22.648, 14.729, 25.413], [21.749, 18.416, 23.015], [19.314, 16.775, 24.813], [24.984, 11.733, 19.109], [24.419, 22.881, 17.524], [14.070, 14.656, 23.529], [16.137, 14.035, 24.663], [22.922, 17.714, 19.708], [22.914, 22.695, 21.899], [16.792, 17.837, 14.534], [18.653, 12.147, 10.251], [19.954, 19.598, 27.159], [23.846, 15.816, 13.864], [25.063, 14.622, 18.423], [16.979, 19.860, 11.279], [22.996, 22.350, 9.827], [17.062, 12.733, 9.493], [21.191, 23.491, 18.636], [22.161, 16.938, 25.994], [23.345, 21.431, 22.915], [13.336, 17.411, 20.525], [24.161, 20.187, 14.670], [25.851, 17.022, 14.731], [19.775, 9.808, 16.619], [11.802, 15.238, 11.007], [19.462, 13.060, 19.265], [21.923, 22.290, 13.980], [24.056, 15.662, 21.785], [21.232, 24.132, 11.642], [19.853, 17.757, 20.173], [21.919, 12.814, 19.526], [23.740, 22.742, 19.525], [18.270, 23.509, 17.573], [16.831, 16.405, 13.807], [23.256, 12.661, 14.122], [28.168, 10.957, 15.516], [20.335, 23.254, 15.944], [15.799, 20.707, 18.107], [15.306, 19.690, 23.601], [17.602, 13.536, 23.675], [21.725, 15.503, 22.284], [22.933, 15.408, 20.551], [17.461, 11.060, 20.141], [16.896, 11.669, 17.154], [14.689, 20.738, 15.281], [23.947, 21.488, 25.388], [26.658, 20.279, 23.117], [23.711, 20.939, 10.863], [21.305, 10.957, 23.663], [16.344, 10.163, 21.199], [19.145, 15.556, 9.207], [25.555, 13.985, 20.902], [15.589, 19.256, 12.138], [16.946, 20.040, 13.079], [23.051, 18.785, 14.631], [24.872, 14.457, 14.568], [19.769, 24.512, 19.300], [19.684, 13.577, 12.007], [17.663, 19.587, 22.354], [14.830, 12.502, 21.427], [18.052, 14.227, 15.048], [26.180, 13.510, 16.897]],
  "homo_lumo_gap_ev": 9.1,
  "e_above_lowest_ev": 2.734,
  "total_charge": 0,
  "spin_multiplicity": 1
}



{
  "formula": "C12H13CoO4P",
  "method": "ωB97M-V with the def2-TZVPD basis set",
  "elements": ["Co", "P", "O", "O", "O", "O", "C", "C", "C", "C", "C", "C", "C", "C", "C", "C", "C", "C", "H", "H", "H", "H", "H", "H", "H", "H", "H", "H", "H", "H", "H"],
  "positions_angstrom": [[0.388, 0.036, -2.069], [0.699, -0.163, 0.122], [-2.465, 0.025, -2.390], [0.347, 2.908, -2.231], [3.261, 0.110, -2.413], [0.246, -2.805, -2.568], [1.600, -1.730, 0.405], [-0.697, -0.045, 1.314], [-1.329, 0.042, -2.214], [-2.595, 0.485, 3.328], [-1.773, 0.827, 1.054], [-1.514, -0.373, 3.590], [0.323, -1.670, -2.353], [1.844, 0.929, 1.005], [-0.571, -0.641, 2.587], [0.360, 1.755, -2.134], [-2.722, 1.080, 2.059], [2.112, 0.072, -2.264], [1.464, 1.952, 1.018], [-1.379, -0.815, 4.593], [-1.871, 1.330, 0.082], [0.355, -0.325, -6.625], [2.498, -1.683, -0.234], [-3.544, 1.779, 1.873], [0.353, 0.432, -6.610], [1.957, 0.557, 2.027], [0.280, -1.302, 2.801], [0.969, -2.591, 0.144], [1.902, -1.823, 1.453], [-3.316, 0.714, 4.129], [2.820, 0.935, 0.520]],
  "homo_lumo_gap_ev": [5.4, 6.2],
  "total_charge": 3,
  "spin_multiplicity": 5
}



{
  "formula": "C20H19ClIN5O",
  "method": "ωB97M-V with the def2-TZVPD basis set",
  "elements": ["I", "Cl", "O", "N", "N", "N", "N", "N", "C", "C", "C", "C", "C", "C", "C", "C", "C", "C", "C", "C", "C", "C", "C", "C", "C", "C", "C", "C", "H", "H", "H", "H", "H", "H", "H", "H", "H", "H", "H", "H", "H", "H", "H", "H", "H", "H", "H"],
  "positions_angstrom": [[2.388, -0.042, 0.991], [-4.597, -2.368, -1.229], [1.464, -2.628, -1.850], [4.814, -5.181, -1.885], [-0.068, -1.657, -0.300], [-0.939, 3.813, -0.918], [-2.295, 2.744, 2.217], [1.391, 2.908, 0.386], [5.750, -3.185, -2.042], [6.769, -4.175, -2.124], [-1.619, 1.558, -1.253], [-1.450, 0.213, -1.095], [-2.984, -1.818, -0.618], [-2.551, 2.913, 4.407], [0.667, 0.640, 0.032], [-0.062, 4.621, -0.413], [-1.683, 2.527, 3.421], [-0.683, 2.485, -0.762], [-0.266, -0.236, -0.449], [-3.156, -1.353, 0.820], [0.479, 2.034, -0.107], [6.159, -5.396, -2.023], [0.712, -2.155, -1.097], [-3.544, 3.262, 2.419], [-2.497, -0.740, -1.601], [1.109, 4.164, 0.238], [-3.734, 3.380, 3.770], [4.555, -3.837, -1.895], [1.812, 4.887, 0.627], [-2.495, 1.944, -1.752], [-0.241, 5.683, -0.505], [-4.620, 3.758, 4.250], [-2.083, -1.251, -2.473], [-1.887, 2.551, 1.321], [-3.350, -0.183, -1.971], [7.826, -4.008, -2.243], [-4.142, -0.928, 0.964], [-2.388, -0.651, 1.126], [-4.187, 3.500, 1.590], [6.564, -6.393, -2.037], [5.881, -2.117, -2.086], [-3.084, -2.211, 1.484], [4.122, -5.900, -1.793], [-2.358, -2.694, -0.684], [-2.361, 2.866, 5.466], [-0.688, 2.117, 3.472], [3.551, -3.461, -1.797]],
  "homo_lumo_gap_ev": 7.3,
  "total_charge": 0,
  "spin_multiplicity": 1
}



{
  "formula": "H3NO3S",
  "method": "ωB97M-V with the def2-TZVPD basis set",
  "elements": ["S", "O", "O", "O", "N", "H", "H", "H"],
  "positions_angstrom": [[1.100, 1.229, -0.173], [-1.569, 0.613, -0.518], [-2.025, -0.639, -0.220], [-0.359, 1.031, 0.416], [1.782, -0.227, -0.166], [-2.374, -0.600, 0.684], [2.171, -0.503, 0.705], [1.274, -0.904, -0.728]],
  "homo_lumo_gap_ev": [9.3, 9.3],
  "smiles": "NSOOO",
  "e_above_lowest_ev": 5.721,
  "total_charge": 0,
  "spin_multiplicity": 1
}



{
  "formula": "C11H18N2S",
  "method": "ωB97M-V with the def2-TZVPD basis set",
  "elements": ["S", "N", "N", "C", "C", "C", "C", "C", "C", "C", "C", "C", "C", "C", "H", "H", "H", "H", "H", "H", "H", "H", "H", "H", "H", "H", "H", "H", "H", "H", "H", "H"],
  "positions_angstrom": [[-2.296, -1.399, 0.149], [-3.267, 0.381, 1.862], [-2.432, -1.270, 2.909], [0.934, 0.900, -2.278], [0.263, 1.551, -1.156], [2.410, -0.434, -0.500], [-2.699, -0.749, 1.718], [0.414, -0.563, 0.928], [-0.948, 0.759, -0.552], [1.300, 1.666, -0.008], [0.107, -1.333, -1.373], [-0.607, -0.624, -0.193], [1.461, -0.565, -1.746], [1.686, 0.250, 0.605], [0.064, -0.069, 1.888], [2.670, -1.512, -0.108], [-3.460, 0.623, 2.772], [1.894, -0.985, -2.723], [0.758, -1.558, 1.282], [-2.557, -2.252, 2.877], [-1.833, 0.755, -1.181], [-2.961, -0.797, 3.616], [-1.267, 1.345, 0.297], [3.311, 0.189, -0.755], [2.328, 0.348, 1.507], [0.317, -2.433, -1.042], [-0.178, 2.511, -1.363], [0.854, 2.137, 0.856], [2.199, 2.206, -0.303], [-0.447, -1.343, -2.279], [0.189, 0.861, -3.085], [1.796, 1.402, -2.619]],
  "homo_lumo_gap_ev": 9.7,
  "smiles": "[H]/N=C(\\N)S[C@]12C[C@H]3C[C@H](C[C@H](C3)C1)C2",
  "e_above_lowest_ev": 0.703,
  "total_charge": 0,
  "spin_multiplicity": 1
}



{
  "formula": "C3H8NS",
  "method": "ωB97M-V with the def2-TZVPD basis set",
  "elements": ["S", "N", "C", "C", "C", "H", "H", "H", "H", "H", "H", "H", "H"],
  "positions_angstrom": [[-0.742, 0.582, 2.311], [0.352, -0.395, -1.284], [-0.446, 0.110, 4.052], [0.455, 0.344, -2.425], [0.201, -0.098, -3.660], [-1.345, -0.348, 4.501], [-0.272, 0.972, 4.689], [0.752, 1.366, -2.241], [0.385, -0.596, 4.106], [0.193, 0.482, -4.564], [0.126, -1.371, -1.285], [-0.149, -1.111, -3.804], [0.488, 0.062, -0.395]],
  "homo_lumo_gap_ev": 6.1,
  "e_above_lowest_ev": 0.904,
  "total_charge": -1,
  "spin_multiplicity": 1
}



{
  "formula": "CH3Br2PS",
  "method": "ωB97M-V with the def2-TZVPD basis set",
  "elements": ["Br", "Br", "S", "P", "C", "H", "H", "H"],
  "positions_angstrom": [[-4.321, -2.028, 0.097], [-3.850, 1.377, 0.638], [-4.208, 0.235, -2.516], [-3.190, -0.278, -0.802], [-0.523, 1.404, 0.668], [-1.242, 0.541, 0.932], [-0.003, 1.371, -0.246], [-0.137, 2.011, 1.488]],
  "homo_lumo_gap_ev": [5.5, 9.5],
  "e_above_lowest_ev": 3.696,
  "total_charge": 0,
  "spin_multiplicity": 1
}



no.,E (eV)
1,-134691.0999
2,-67721.3262
3,-51168.9857
4,-18510.4906
5,-25513.1368
6,-15566.1379
7,-161292.7101